C6H11NO | ωB97M-V/def2-TZVPD

```
19
C6H11NO, DFT ωB97M-V/def2-TZVPD
C 1.49603 -0.01661 -0.04536
C 1.54808 -0.35557 1.43411
C -1.59633 0.87288 0.71420
C 0.27257 -0.54681 -0.72714
C -0.54122 0.28345 -1.52204
C -1.28169 -0.06686 -0.38907
O 0.35155 -1.93008 -1.13003
N -0.57657 0.99077 -2.56782
H 0.29580 -2.52680 -0.36471
H -1.49068 1.44577 -2.64811
H 1.56994 1.07035 -0.16906
H 2.37983 -0.44249 -0.53631
H -2.05496 -0.81462 -0.51369
H 0.79939 0.21006 1.99562
H 2.52924 -0.09719 1.84534
H 1.36866 -1.42015 1.61095
H -0.84919 1.66650 0.80975
H -2.56819 1.34479 0.53901
H -1.65226 0.33263 1.66437
```

Energy relative to the best compared isomer or geometry (same formula, charge and spin) = 2.739 eV
LUMO level = 0.81 eV
Net charge = 0
HOMO level = -9.267 eV
SMILES = [H]/N=C1\[C@H](C)[C@]1(O)CC